DFT (ωB97M-V/def2-TZVPD) results for a structure of composition C23H48CoNOP3S.

Structure (ORCA input):
```
! wB97M-V def2-TZVPD RIJCOSX def2/J DEFGRID3
* xyz 3 5
Co -0.0785 0.2010 -0.3249
S 0.6919 -1.5331 -1.4665
P -2.1456 -0.5496 -0.7253
P -0.6922 1.7601 1.0398
P 2.0534 0.9580 -0.4327
O 0.7062 -1.6337 1.4160
N -0.6321 -1.8138 3.2254
C -1.1658 3.3228 0.1899
C 1.3263 -4.1391 -8.4499
C 1.2139 -1.9251 5.8284
C 0.2208 -1.0520 -5.9590
C 0.9952 -2.9409 -8.9484
C 3.2550 0.1034 -1.5313
C 0.3708 -2.3091 -5.3670
C 0.5631 -2.4163 -4.0012
C -0.2562 -1.5369 5.6691
C -2.0854 1.4962 2.2045
C -0.9683 -2.3118 4.5660
C 0.5756 -1.9731 2.6103
C 0.4790 2.3493 2.3255
C 0.5812 -1.2578 -3.1888
C 0.2575 0.1008 -5.1717
C 2.2129 2.6923 -1.0238
C 0.4431 0.0041 -3.7976
C 2.0627 -1.5903 4.6061
C -3.0379 0.6933 -1.7434
C 3.0635 0.8134 1.0959
C 1.7288 -2.4943 3.4230
C -2.3260 -2.0730 -1.7314
C -3.3620 -1.0189 0.5775
H 1.9574 3.4183 -0.2425
H 0.8125 1.4863 2.9152
H 1.5393 2.8379 -1.8771
H -3.4062 -2.1129 0.6516
H 2.3552 -4.3785 -8.1715
H -0.0385 3.0403 3.0017
H 2.5537 1.1608 1.9968
H 0.6568 -3.3792 -3.4984
H -0.0242 -2.7189 -9.2711
H -2.3444 1.0891 -2.4950
H -2.0569 -2.2230 4.6845
H 3.3976 -0.9271 -1.1849
H -0.3507 1.1078 -1.4027
H -2.0273 3.1450 -0.4642
H 2.9009 0.0782 -2.5660
H 2.5772 -2.5927 2.7401
H 3.1252 -1.7104 4.8459
H 1.3430 2.8620 1.8906
H 0.5870 -4.9360 -8.3394
H -0.3296 3.6846 -0.4191
H -3.3858 -2.3527 -1.7463
H -1.7497 -2.8823 -1.2689
H -0.3432 -0.4562 5.5002
H -3.1092 -0.6280 1.5653
H 1.7400 -2.1545 -9.0862
H 1.4628 -3.5039 3.7587
H -3.8869 0.2142 -2.2468
H -1.8769 0.6055 2.8143
H 1.2779 -3.0001 6.0348
H 1.6264 -1.4109 6.7025
H 0.1154 1.0840 -5.6231
H 0.0503 -0.9831 -7.0366
H 0.3225 -3.2109 -5.9819
H 0.4155 0.9010 -3.1782
H -4.3541 -0.6405 0.2982
H -1.9714 -1.9339 -2.7569
H 3.3113 -0.2445 1.2424
H -0.7098 -3.3779 4.6477
H -3.3924 1.5171 -1.1117
H -3.0362 1.3807 1.6762
H -0.7858 -1.7506 6.6058
H 4.2148 0.6330 -1.4874
H 3.2463 2.8605 -1.3554
H 3.9854 1.3983 0.9710
H -1.4242 4.0724 0.9486
H 1.9250 -0.5367 4.3252
H -2.1611 2.3619 2.8746
H -1.4025 -1.7451 2.5563
*
```

Results
LUMO energy (spin up / spin down) (Ha): -0.3400 / -0.5033
Gap between HOMO and LUMO (spin up / spin down) (eV): 5.80 / 2.77
Energy above the lowest of the compared OMol25 structures with the same formula, charge and spin (kcal/mol): 17.8
Largest force on an atom (eV Å⁻¹): 4.10

Listed below, in e, are the Löwdin charges computed for each atom:
1 Co -0.24
2 S 0.90
3 P 0.79
4 P 0.76
5 P 0.79
6 O -0.10
7 N 0.08
8 C -0.20
9 C 0.22
10 C -0.19
11 C -0.05
12 C 0.21
13 C -0.25
14 C -0.07
15 C -0.08
16 C -0.18
17 C -0.23
18 C -0.16
19 C -0.44
20 C -0.23
21 C -0.57
22 C -0.03
23 C -0.22
24 C -0.09
25 C -0.18
26 C -0.22
27 C -0.21
28 C -0.09
29 C -0.26
30 C -0.21
31 H 0.05
32 H 0.04
33 H 0.05
34 H 0.06
35 H 0.13
36 H 0.07
37 H 0.01
38 H 0.12
39 H 0.13
40 H 0.04
41 H 0.13
42 H 0.05
43 H -0.04
44 H 0.04
45 H 0.04
46 H 0.12
47 H 0.12
48 H 0.04
49 H 0.13
50 H 0.04
51 H 0.07
52 H 0.05
53 H 0.12
54 H 0.00
55 H 0.13
56 H 0.14
57 H 0.07
58 H 0.04
59 H 0.12
60 H 0.12
61 H 0.13
62 H 0.10
63 H 0.10
64 H 0.07
65 H 0.08
66 H 0.04
67 H 0.06
68 H 0.13
69 H 0.05
70 H 0.04
71 H 0.13
72 H 0.08
73 H 0.07
74 H 0.08
75 H 0.07
76 H 0.11
77 H 0.07
78 H 0.12


DFT (ωB97M-V/def2-TZVPD) results for a structure of composition C20H21NO8STi.

Structure (ORCA input):
```
! wB97M-V def2-TZVPD RIJCOSX def2/J DEFGRID3
* xyz 0 1
Ti -0.0744 -0.2746 0.2039
S 0.8331 2.6783 -0.7392
O -1.5409 0.5356 1.2672
O -0.8495 -1.1472 -3.7232
O 0.5471 -1.0897 1.8913
O -3.3023 -0.1392 2.5092
O 1.0195 1.5232 0.2381
O 3.0795 -2.7590 5.5058
O 1.5351 -1.4058 -0.5191
O -0.2631 0.0046 -1.8494
N -1.5794 -1.4111 -0.2630
C -3.7946 -2.0739 0.2234
C 3.8793 -3.0183 3.3338
C -2.6934 -1.3488 0.5294
C 2.0886 -2.3157 6.4216
C -2.8323 -2.6111 -1.9341
C 1.9782 3.9374 -0.0926
C 3.2932 2.8249 -1.8107
C 3.4460 -2.6573 -0.9671
C 3.7395 -2.8551 1.9916
C 3.0496 4.1793 -1.1514
C 1.7535 -1.9027 3.6913
C -2.5502 -0.2575 1.5706
C 1.9078 2.2908 -2.1477
C 2.6155 -2.2028 1.4204
C 2.8622 -2.5388 4.1939
C -3.8056 -2.8189 -1.0038
C -1.7480 -1.7526 -1.5956
C -0.9382 -0.9561 -2.3918
C 1.6072 -1.7047 2.2992
C 2.4704 -2.0529 0.0097
H 0.9588 -1.5250 4.3166
H 2.3845 3.4579 0.7991
H 3.9133 2.9035 -2.7034
H 4.0301 -3.4798 -0.5686
H -4.6642 -2.0182 0.8631
H 1.4146 4.8202 0.2002
H 2.6931 4.8952 -1.8959
H 3.7917 2.1484 -1.1134
H 2.8806 -2.9987 -1.8325
H 3.9478 4.5980 -0.6982
H 1.4726 2.7918 -3.0150
H 1.1314 -2.8042 6.2294
H 4.7390 -3.5093 3.7667
H 1.8239 1.2137 -2.2804
H -0.3205 -0.4212 -4.0765
H 4.1283 -1.8745 -1.3061
H 4.5234 -3.2257 1.3468
H -2.9007 -3.0286 -2.9298
H 2.4484 -2.5919 7.4081
H 1.9613 -1.2328 6.3670
H -4.6492 -3.4549 -1.2356
*
```

Results
LUMO energy (spin up / spin down) (Ha): -0.0029 / -0.0097
Gap between HOMO and LUMO (spin up / spin down) (eV): 5.63 / 5.51
Energy above the lowest of the compared OMol25 structures with the same formula, charge and spin (kcal/mol): 14.5
Largest force on an atom (eV Å⁻¹): 1.30

Listed below, in e, are the Löwdin charges computed for each atom:
1 Ti 1.19
2 S 1.05
3 O -0.13
4 O 0.11
5 O -0.11
6 O 0.08
7 O -0.57
8 O -0.06
9 O -0.06
10 O -0.13
11 N -0.03
12 C 0.00
13 C -0.01
14 C -0.18
15 C -0.07
16 C -0.01
17 C -0.29
18 C -0.22
19 C 0.01
20 C -0.02
21 C -0.23
22 C 0.07
23 C -0.55
24 C -0.30
25 C -0.09
26 C -0.27
27 C -0.08
28 C -0.21
29 C -0.45
30 C -0.28
31 C -0.32
32 H 0.12
33 H 0.10
34 H 0.12
35 H 0.07
36 H 0.12
37 H 0.09
38 H 0.12
39 H 0.12
40 H 0.09
41 H 0.12
42 H 0.10
43 H 0.10
44 H 0.12
45 H 0.08
46 H 0.11
47 H 0.10
48 H 0.10
49 H 0.11
50 H 0.09
51 H 0.10
52 H 0.09


DFT (ωB97M-V/def2-TZVPD) results for an isolated molecule of C4H8N4O.

Structure (ORCA input):
```
! wB97M-V def2-TZVPD RIJCOSX def2/J DEFGRID3
* xyz 0 1
O 0.1720 -0.2817 0.7599
N 0.3261 1.4879 2.0778
N 0.9046 2.8895 -0.3649
N 0.6879 0.9568 0.9351
N -1.0758 -1.4850 -0.9420
C -0.2673 -0.3740 -0.5386
C -0.5643 -2.6373 -0.0922
C 0.7252 1.6368 -0.3405
C 0.0469 0.7276 -1.3047
H -0.4546 -2.4433 1.1817
H -0.4096 0.7429 -2.2874
H -1.0356 -1.7295 -1.9829
H 1.0981 1.5872 2.6945
H 0.4055 -3.0006 -0.3899
H -1.2887 -3.4912 -0.1330
H -0.3966 2.3551 2.1759
H 1.1262 3.0588 -1.4488
*
```

Results
LUMO energy (Ha): 0.0299
Gap between HOMO and LUMO (eV): 8.89
Energy above the lowest of the compared OMol25 structures with the same formula, charge and spin (kcal/mol): 136.5
Largest force on an atom (eV Å⁻¹): 4.60

Listed below, in e, are the Löwdin charges computed for each atom:
1 O 0.00
2 N 0.05
3 N 0.08
4 N -0.21
5 N 0.00
6 C -0.33
7 C -0.12
8 C -0.41
9 C 0.04
10 H 0.16
11 H 0.10
12 H 0.16
13 H 0.08
14 H 0.05
15 H 0.07
16 H 0.18
17 H 0.10


DFT (ωB97M-V/def2-TZVPD) results for a structure of composition C21H38GeReS4SbSi4.

Structure (ORCA input):
```
! wB97M-V def2-TZVPD RIJCOSX def2/J DEFGRID3
* xyz 3 2
Re -0.2676 0.0188 0.1385
Sb -2.8383 1.6816 -0.7433
Ge 0.7375 -1.9066 0.9859
S -2.5527 3.6364 -1.6381
S -0.8104 -0.0448 -1.9136
S -4.2852 0.1067 -0.2374
S -1.1138 1.4442 1.4921
Si -1.3781 -4.0993 -1.9058
Si 2.9503 -3.0641 1.7332
Si 2.1876 0.8442 -0.0146
Si -1.8414 -1.3542 4.2772
C 5.0057 0.9719 -2.9267
C -1.3398 -3.0925 4.5015
C 4.5699 0.1246 -3.9360
C 2.6022 -0.3836 -2.6551
C 4.2386 1.1407 -1.7834
C 2.0321 2.6404 0.3563
C 3.8532 -2.7983 0.1363
C -0.7801 -0.0329 4.9460
C 3.0199 0.4654 -1.6311
C 3.3445 -1.9413 3.1609
C -1.1639 -5.4568 -0.7098
C -2.9882 -3.2709 -2.0679
C 1.3613 4.8588 -0.3260
C 0.0031 -3.6840 -3.0194
C 2.4251 -4.7832 2.1568
C 2.2828 4.5036 1.8733
C 2.4229 3.1512 1.5967
C 3.3679 -0.5555 -3.7991
C 1.5046 3.5094 -0.6046
C -3.4380 -0.9652 3.5013
C 1.7488 5.3542 0.9141
H -0.0996 -0.4122 5.7095
H -1.3081 -6.3899 -1.2758
H -1.8459 -3.4438 5.4137
H 0.9636 5.5297 -1.0759
H 3.0261 -1.2110 -4.5898
H -0.1797 0.3959 4.1348
H 2.8527 2.4960 2.3475
H -3.2737 -0.4606 2.5422
H 2.6006 4.8980 2.8294
H -0.1533 -5.4999 -0.3007
H -0.3623 -3.4909 -4.0312
H 2.6309 -1.1252 3.2774
H -1.6810 -3.7384 3.6918
H -3.3100 -3.2979 -3.1145
H 1.6629 -0.9169 -2.5699
H 0.4850 -2.7634 -2.6706
H 0.7529 -4.4753 -3.0476
H 4.5909 1.8192 -1.0128
H 3.3709 -2.5118 4.0916
H 1.6494 6.4103 1.1266
H -0.2685 -3.2054 4.6674
H 1.2221 3.1355 -1.5845
H -1.9056 -5.4461 0.0877
H 4.3257 -1.4854 3.0114
H -3.7535 -3.7366 -1.4476
H 5.9372 1.5111 -3.0337
H -1.3809 0.7788 5.3627
H 3.2575 -5.3047 2.6412
H 4.0299 -3.7522 -0.3644
H 2.9254 0.1850 1.1006
H 4.8218 -2.3340 0.3405
H -2.9027 -2.2149 -1.7891
H 5.1629 0.0012 -4.8322
H 1.5920 -4.7908 2.8602
H -3.9928 -0.2654 4.1347
H -4.0459 -1.8534 3.3312
H 3.3380 -2.1354 -0.5621
H 2.1614 -5.3576 1.2685
*
```

Results
LUMO energy (spin up / spin down) (Ha): -0.3594 / -0.3968
Gap between HOMO and LUMO (spin up / spin down) (eV): 5.80 / 4.78
Energy above the lowest of the compared OMol25 structures with the same formula, charge and spin (kcal/mol): 15.9
Largest force on an atom (eV Å⁻¹): 0.62

Listed below, in e, are the Löwdin charges computed for each atom:
1 Re -0.09
2 Sb 0.25
3 Ge 0.67
4 S 0.11
5 S 0.15
6 S 0.01
7 S 0.12
8 Si 0.85
9 Si 0.43
10 Si 0.55
11 Si 0.84
12 C -0.04
13 C -0.16
14 C -0.04
15 C -0.16
16 C -0.09
17 C -0.39
18 C -0.19
19 C -0.16
20 C -0.35
21 C -0.21
22 C -0.15
23 C -0.16
24 C -0.06
25 C -0.15
26 C -0.21
27 C -0.06
28 C -0.12
29 C -0.06
30 C -0.12
31 C -0.16
32 C -0.04
33 H 0.06
34 H 0.08
35 H 0.08
36 H 0.12
37 H 0.11
38 H 0.01
39 H 0.10
40 H -0.02
41 H 0.12
42 H 0.04
43 H 0.07
44 H 0.01
45 H 0.05
46 H 0.07
47 H 0.01
48 H 0.00
49 H 0.06
50 H 0.11
51 H 0.05
52 H 0.12
53 H 0.04
54 H 0.11
55 H 0.05
56 H 0.06
57 H 0.06
58 H 0.12
59 H 0.07
60 H 0.06
61 H 0.05
62 H -0.02
63 H 0.06
64 H -0.01
65 H 0.12
66 H 0.03
67 H 0.07
68 H 0.06
69 H 0.00
70 H 0.03


Among the records above, which one has the highest largest force on an atom? C4H8N4O


The lowest energy above the lowest of the compared OMol25 structures with the same formula, charge and spin belongs to which entry? C20H21NO8STi